(1)
A structure of composition C28H21N7O2PdS2, computed with wB97M-V/def2-TZVPD.

Results
Frontier orbital gap (alpha / beta)   5.78 / 3.76 eV
⟨S²⟩   6.1185

Geometry as ORCA input:
```
! wB97M-V def2-TZVPD RIJCOSX def2/J DEFGRID3
* xyz 2 5
Pd 12.76 12.85 10.44
C 16.44 10.68 11.39
C 17.45 11.63 11.60
C 17.09 12.94 11.38
C 15.82 13.23 10.99
N 14.64 12.36 10.91
C 15.04 11.13 10.92
N 15.58 14.58 10.83
C 14.48 15.14 10.48
N 13.29 14.71 10.32
C 12.34 15.74 9.96
N 10.96 15.61 9.76
C 10.30 14.44 9.83
C 8.93 14.51 9.43
C 7.96 13.53 9.64
C 8.48 12.31 10.17
C 9.84 12.14 10.31
N 10.76 13.19 10.13
C 12.98 16.97 9.90
C 12.60 18.17 9.30
C 13.62 18.98 8.81
C 15.02 18.64 8.95
C 15.44 17.40 9.54
C 14.42 16.67 10.09
H 16.48 9.48 11.65
H 18.31 11.38 12.26
H 17.71 13.77 11.15
H 14.27 10.39 10.61
H 8.52 15.48 9.29
H 6.83 13.50 9.50
H 7.80 11.47 10.31
H 10.26 11.13 10.42
H 11.50 18.20 9.29
H 13.53 19.97 8.40
H 15.81 19.24 8.47
H 16.48 17.11 9.60
O 11.28 10.36 14.61
C 11.13 9.20 14.09
C 10.83 8.18 14.98
C 10.34 7.00 14.59
C 10.61 6.70 13.24
C 11.16 7.61 12.42
C 11.30 8.88 12.76
C 11.71 9.95 11.83
O 11.89 11.09 12.27
N 11.81 9.65 10.45
N 12.17 10.68 9.75
C 12.35 10.48 8.51
S 12.46 8.85 8.08
C 12.80 9.21 6.32
C 12.05 10.53 5.98
S 12.24 11.78 7.35
H 11.51 11.05 13.87
H 10.79 8.39 16.09
H 9.87 6.38 15.30
H 10.43 5.70 12.91
H 11.54 7.11 11.54
H 12.43 8.43 5.68
H 13.85 9.34 6.15
H 10.97 10.38 5.90
H 12.37 10.87 5.08
*
```

***

(2)
A structure of composition C28H22BF4I2IrN4O3, computed with wB97M-V/def2-TZVPD.

Results
Frontier orbital gap   7.68 eV
Relative energy (zero: lowest compared OMol25 entry of this formula, charge and spin)   0.511 eV

Geometry as ORCA input:
```
! wB97M-V def2-TZVPD RIJCOSX def2/J DEFGRID3
* xyz 0 1
Ir 0.81 -0.85 1.16
I 1.56 0.96 8.28
C 0.92 0.59 6.34
C 0.26 1.59 5.64
C -0.17 1.35 4.34
I -1.15 2.85 3.28
C 0.04 0.11 3.75
O -0.45 -0.17 2.53
C 0.72 -0.88 4.46
C 0.94 -2.22 3.81
N 1.67 -2.08 2.51
C 2.10 -3.36 1.93
C 2.36 -3.19 0.46
C 2.91 -4.19 -0.33
C 3.09 -3.97 -1.67
C 2.74 -2.74 -2.22
C 2.20 -1.78 -1.39
N 2.01 -2.01 -0.08
C 1.16 -0.64 5.76
H 0.09 2.56 6.09
H 0.00 -2.73 3.60
H 1.55 -2.85 4.47
H 2.53 -1.56 2.70
H 1.33 -4.11 2.10
H 3.01 -3.70 2.43
H 3.18 -5.13 0.13
H 3.51 -4.74 -2.30
H 2.88 -2.52 -3.26
H 1.93 -0.80 -1.74
H 1.70 -1.41 6.30
O -0.70 -1.84 0.01
C -0.91 -0.75 -0.61
N -1.76 -0.42 -1.58
C -1.61 1.02 -1.87
C -0.48 1.41 -0.84
O -0.02 2.51 -0.67
N -0.15 0.25 -0.19
C -2.91 1.78 -1.62
C -2.92 3.08 -1.13
C -4.12 3.75 -0.95
C -5.32 3.14 -1.26
C -5.32 1.85 -1.76
C -4.13 1.18 -1.95
C -1.13 1.25 -3.31
C -1.49 0.35 -4.31
C -1.09 0.56 -5.63
C -0.33 1.67 -5.95
C 0.03 2.57 -4.96
C -0.38 2.37 -3.65
H -2.50 -1.02 -1.90
H -1.98 3.56 -0.88
H -4.11 4.76 -0.56
H -6.26 3.67 -1.11
H -6.26 1.36 -2.01
H -4.16 0.17 -2.36
H -2.08 -0.53 -4.08
H -1.38 -0.15 -6.39
H -0.01 1.83 -6.97
H 0.62 3.44 -5.20
H -0.09 3.07 -2.88
F 3.13 0.35 0.16
B 3.57 0.38 1.48
F 2.29 0.36 2.27
F 4.19 -0.84 1.82
F 4.31 1.47 1.79
*
```